No. 1
# C25H30FeIN4S

C25H30FeIN4S as an isolated structure (ωB97M-V/def2-TZVPD, OMol25).

Structure (XYZ):
```
62
Properties=species:S:1:pos:R:3:forces:R:3:nbo_charge:R:1
Fe -0.898259 2.532107 0.508156 0.025 -0.010 -0.153 0.733
S -2.072660 3.661087 2.247646 -0.017 0.035 0.039 -0.286
C -3.220845 2.483215 1.717990 -0.011 0.014 0.029 0.078
C -4.514216 2.261326 2.214967 -0.003 -0.032 -0.034 -0.276
C -5.288257 1.278118 1.639806 0.033 0.007 -0.006 -0.157
C -4.781276 0.517196 0.582816 -0.028 -0.004 0.016 -0.293
C -3.500870 0.783315 0.149267 0.008 -0.008 0.016 0.050
N -2.747249 1.734816 0.701075 -0.022 0.002 -0.022 -0.508
H -4.876487 2.869678 3.031478 -0.004 0.000 0.001 0.228
H -6.291136 1.095771 2.005762 0.000 0.001 0.001 0.215
H -5.367248 -0.258567 0.111425 -0.005 0.003 0.004 0.218
H -3.048521 0.228428 -0.665271 0.005 0.006 -0.002 0.197
C 1.344638 -2.006084 -4.087107 0.006 -0.006 0.000 -0.594
C 2.024703 -0.637923 -3.936729 0.001 -0.009 -0.004 -0.086
C 3.488573 -0.837741 -3.519547 0.008 -0.007 0.001 -0.595
C 2.000692 0.065613 -5.292922 -0.005 0.004 -0.007 -0.607
C 1.301307 0.162139 -2.858432 -0.003 0.008 0.037 0.060
C 0.703357 1.378098 -3.112459 0.000 -0.003 0.018 -0.278
C 0.056887 2.053099 -2.066518 -0.003 -0.001 0.062 0.393
N 0.020183 1.539663 -0.831085 -0.040 -0.030 0.054 -0.510
C 0.604282 0.358441 -0.562555 -0.002 0.040 -0.010 0.260
C 1.244788 -0.355349 -1.542473 0.014 -0.012 -0.014 -0.298
C 0.467410 -0.001413 0.868931 0.010 -0.007 -0.033 0.171
C 0.915648 -1.200902 1.404057 0.003 -0.005 0.011 -0.276
C 0.744361 -1.471740 2.754353 -0.007 0.007 0.000 0.155
C 0.108911 -0.489052 3.513542 0.004 -0.004 0.000 -0.221
C -0.314018 0.681152 2.917698 -0.006 0.062 0.010 0.048
N -0.141601 0.934473 1.619049 0.035 -0.053 -0.023 -0.469
C 1.208644 -2.767534 3.408029 0.001 -0.002 -0.009 -0.125
C 1.884436 -3.706669 2.409744 0.000 -0.008 -0.008 -0.608
C 2.211206 -2.433140 4.521212 -0.001 -0.002 0.013 -0.596
C -0.007349 -3.484628 4.010692 0.000 -0.006 0.007 -0.596
H 1.853278 -2.592574 -4.854805 0.000 0.001 -0.001 0.211
H 0.299820 -1.890428 -4.380602 -0.001 0.003 0.001 0.214
H 1.373440 -2.575597 -3.157474 -0.003 -0.001 0.000 0.206
H 4.018807 -1.408498 -4.284492 -0.002 0.001 -0.002 0.211
H 3.570895 -1.383680 -2.579097 -0.001 0.003 0.000 0.206
H 3.992747 0.122367 -3.397530 -0.004 0.003 -0.001 0.216
H 2.533286 -0.542417 -6.025543 0.002 -0.002 0.002 0.216
H 2.491057 1.039779 -5.251268 0.004 -0.002 0.000 0.213
H 0.981265 0.204901 -5.657503 0.000 0.002 0.004 0.211
H 0.719640 1.826638 -4.094958 -0.001 -0.005 -0.005 0.226
H -0.555992 3.799435 -2.974213 -0.007 0.007 0.007 0.404
H 1.713566 -1.299724 -1.306759 0.003 -0.001 -0.012 0.214
H 1.393029 -1.916888 0.752431 0.000 -0.001 -0.003 0.222
H -0.064435 -0.626121 4.572154 -0.001 0.007 0.000 0.213
H -0.815739 1.464049 3.474829 -0.006 -0.013 0.008 0.233
H 2.772542 -3.252876 1.965528 0.001 -0.002 0.002 0.211
H 1.205399 -4.001665 1.607248 -0.002 0.006 0.001 0.210
H 2.199223 -4.615120 2.924934 0.003 0.003 0.002 0.218
H 3.077444 -1.903867 4.120553 0.000 -0.003 -0.003 0.214
H 2.560205 -3.353040 4.994014 0.000 0.000 -0.001 0.212
H 1.762055 -1.809522 5.294539 0.000 0.004 -0.005 0.210
H -0.736826 -3.732305 3.237622 0.000 0.003 -0.003 0.214
H -0.505645 -2.870389 4.760973 -0.002 -0.001 0.001 0.210
H 0.309456 -4.411744 4.492099 0.002 0.001 -0.002 0.212
N -0.577861 3.250411 -2.124431 0.010 0.012 -0.054 -0.586
C -1.069854 3.756872 -0.922263 0.003 -0.010 0.056 -0.059
I -0.965179 6.555708 -2.282748 0.026 0.019 -0.011 -0.049
C -1.886119 4.974198 -1.066684 -0.037 -0.064 0.045 -0.534
H -2.824583 4.790660 -1.592476 0.012 0.028 -0.010 0.222
H -2.084947 5.434443 -0.106676 0.004 0.017 -0.010 0.251
```
Positions in Å, forces in eV/Å.

Results
- Spin multiplicity: 2
- Energy above the lowest of the compared OMol25 structures with the same formula, charge and spin: 0.0180 eV
- Maximum force: 0.2 eV/A
- Lowest unoccupied orbital energy (alpha / beta): -0.130 / -0.220 eV
- DFT total energy: -85696.650 eV
- Orbital gap (alpha / beta): 5.923 / 6.857 eV
- <S²>: 1.107
- Highest occupied orbital energy (alpha / beta): -0.2224 / -0.2601 Ha
- Charge: 0


No. 2
# C25H30FeNO

C25H30FeNO as an isolated structure at a distorted geometry (ωB97M-V/def2-TZVPD, OMol25).

Structure (XYZ):
```
58
Properties=species:S:1:pos:R:3:forces:R:3:nbo_charge:R:1
C -0.228102 -1.451320 1.418853 -0.501 0.035 -0.084 -0.422
C 1.263163 -1.177033 1.542695 0.547 0.263 0.198 -0.243
N 1.599747 0.256273 1.564077 -2.955 0.833 0.654 -0.385
C 0.885755 0.896456 2.761542 1.648 -0.338 -0.827 -0.237
C -0.614240 0.653115 2.728351 -0.456 -0.042 0.074 -0.434
C -0.975769 -0.095593 1.422769 0.090 -0.031 0.125 -0.203
C -0.468892 0.765666 0.243662 -0.726 -0.306 0.056 -0.427
C 1.025342 0.911602 0.347165 1.308 -0.014 0.786 -0.254
H -0.406352 -2.015102 0.488127 -0.245 0.237 0.272 0.200
H -0.541821 -2.085461 2.264299 -0.165 0.228 -0.297 0.202
H 1.672831 -1.608466 2.464188 -0.109 0.015 -0.239 0.227
H 1.821856 -1.602561 0.700611 -0.235 -0.107 0.210 0.204
H 1.386894 0.509240 3.663563 -0.330 0.107 -0.316 0.221
H 1.085461 1.975642 2.700611 0.074 -0.350 0.105 0.202
H -0.895602 0.099342 3.637412 -0.231 -0.025 -0.388 0.202
H -1.111245 1.636603 2.766687 -0.145 -0.403 -0.052 0.200
H -2.055959 -0.252005 1.358260 0.056 0.024 0.001 0.205
H -0.686199 0.312014 -0.726412 -0.409 -0.070 0.104 0.204
H -0.916400 1.768727 0.261474 -0.221 -0.298 0.027 0.198
H 1.303894 1.967686 0.413692 -0.054 -0.388 -0.339 0.228
H 1.560733 0.477788 -0.490639 -0.096 0.094 -0.137 0.225
C 2.685719 -2.459737 7.346238 0.108 -0.380 -0.809 -0.251
O 2.971343 -3.125961 6.104363 -0.302 -0.009 0.966 -0.514
C 3.319498 -2.362015 5.028903 1.049 0.832 -0.839 0.242
C 3.777870 -3.053803 3.863221 -0.439 -0.163 1.464 -0.271
C 4.146209 -2.357934 2.742985 -0.911 0.830 -0.701 -0.214
C 3.968356 -0.935587 2.704570 0.044 0.259 -1.066 -0.118
C 3.725444 -0.210629 1.438081 3.585 -0.993 1.473 -0.056
C 4.379237 1.104007 1.307326 -0.269 1.734 1.567 -0.230
C 5.774603 1.614993 1.117746 0.081 -0.728 1.783 -0.330
C 5.706041 3.046862 0.852847 0.352 0.511 1.740 -0.342
C 4.319184 3.454557 0.919976 -0.082 0.180 2.177 -0.357
C 3.537850 2.295489 1.254886 0.244 0.339 1.655 -0.327
Fe 4.590846 2.000257 -0.409018 0.005 0.250 -0.013 0.445
C 3.734724 0.688319 -1.645128 -0.174 -0.302 -1.895 -0.376
C 5.173029 0.678903 -1.783987 -0.149 -0.305 -1.854 -0.342
C 5.603047 2.026534 -2.099544 -0.146 -0.250 -1.753 -0.350
C 4.423816 2.879912 -2.140950 -0.301 -0.537 -2.020 -0.354
C 3.265342 2.046129 -1.863734 -0.136 -0.353 -1.907 -0.352
C 3.826885 -0.255935 3.953087 -0.575 0.649 -0.907 -0.155
C 3.418848 -0.944532 5.079568 0.085 -0.969 0.491 -0.342
H 2.469386 -3.274579 8.033043 -0.047 0.112 0.111 0.189
H 3.545888 -1.881112 7.716360 -0.170 -0.124 -0.188 0.176
H 1.807201 -1.803668 7.253293 0.208 -0.109 0.022 0.172
H 3.805562 -4.149732 3.896186 0.017 0.425 0.031 0.209
H 4.382177 -2.867383 1.795013 -0.055 0.171 0.594 0.208
H 3.506136 -0.783685 0.512885 0.485 0.307 0.831 0.185
H 6.690530 1.001214 1.226489 -0.753 0.538 -0.354 0.220
H 6.535408 3.749101 0.710513 -0.281 -0.597 -0.037 0.216
H 3.859004 4.437765 0.853293 0.502 -0.087 -0.117 0.213
H 2.519159 2.283028 1.620574 0.618 0.349 -0.493 0.200
H 3.099894 -0.188460 -1.537333 0.267 0.222 0.073 0.203
H 5.805670 -0.205698 -1.757453 -0.136 0.304 0.171 0.216
H 6.615881 2.327230 -2.349928 -0.210 -0.022 0.226 0.214
H 4.398321 3.929258 -2.417838 0.042 -0.211 0.184 0.216
H 2.225632 2.353284 -1.931712 0.251 -0.006 0.180 0.210
H 3.801654 0.858741 3.949598 0.146 -0.983 -0.083 0.223
H 3.173607 -0.397546 6.007197 0.205 -0.351 -0.636 0.207
```
Positions in Å, forces in eV/Å.

Results
- Spin multiplicity: 5
- Energy above the lowest of the compared OMol25 structures with the same formula, charge and spin: 0.0000 eV
- Maximum force: 4.0 eV/A
- Lowest unoccupied orbital energy (alpha / beta): 2.653 / 2.630 eV
- DFT total energy: -64329.024 eV
- Orbital gap (alpha / beta): 3.520 / 5.454 eV
- <S²>: 6.117
- Highest occupied orbital energy (alpha / beta): -0.0319 / -0.1038 Ha
- Charge: -1


Q: DFT total energy of number 2 (C25H30FeNO)?
A: -64329.024 eV


Q: Which value of spin multiplicity does entry 2 give?
A: 5


Q: What is the spin multiplicity in the first record?
A: 2